# 1
# C5H8N2

A single C5H8N2 molecule (the ωB97M-V functional and the def2-TZVPD basis, OMol25).

Last column: Mulliken charge in e.
Positions of all 15 atoms, in Å:
N  2.00  -0.68  -0.13  -0.66
C  0.84  0.03  0.41  0.21
C  1.11  1.46  0.71  0.12
N  1.33  2.57  0.95  -0.45
C  -0.34  -0.10  -0.53  -0.09
C  -1.69  0.44  -0.13  -0.56
C  -1.46  -1.05  -0.21  -0.61
H  2.78  -0.62  0.52  0.27
H  2.30  -0.22  -0.99  0.28
H  0.58  -0.44  1.37  0.20
H  -0.07  0.01  -1.58  0.32
H  -1.77  0.90  0.85  0.24
H  -2.29  0.92  -0.90  0.26
H  -1.91  -1.60  -1.03  0.26
H  -1.39  -1.60  0.72  0.21

The value obtained for the HOMO energy is -10.38 eV. As for the energy above the lowest of the compared OMol25 structures with the same formula, charge and spin: 123.95 kJ/mol. The spin multiplicity is 1. The SMILES is N#C[C@H](N)C1CC1.


# 2
# C21H26N2O4

A single C21H26N2O4 molecule (the ωB97M-V functional and the def2-TZVPD basis, OMol25).

Last column: Mulliken charge in e.
Positions of all 53 atoms, in Å:
C  6.03  -0.12  1.19  -1.12
C  5.40  -1.08  2.19  -0.27
H  5.57  -2.11  1.86  0.28
H  5.89  -0.97  3.16  0.35
C  3.90  -0.82  2.37  -1.07
C  3.14  -0.98  1.07  0.67
O  2.64  -0.03  0.49  -0.81
N  3.07  -2.26  0.64  -0.10
C  2.61  -2.85  -0.56  0.41
C  3.32  -3.97  -0.99  -0.57
C  2.96  -4.67  -2.12  -0.77
C  1.85  -4.26  -2.85  -0.70
C  1.13  -3.16  -2.43  -0.54
C  1.48  -2.44  -1.29  0.52
N  0.73  -1.34  -0.89  0.17
C  -0.60  -1.12  -1.14  0.35
O  -1.32  -1.93  -1.69  -0.71
C  -1.13  0.18  -0.65  0.47
C  -2.48  0.41  -0.90  -0.28
C  -3.13  1.57  -0.51  0.33
C  -2.39  2.58  0.14  0.57
C  -1.04  2.33  0.40  -1.04
C  -0.41  1.16  0.03  -0.80
H  0.63  1.05  0.26  0.53
H  -0.49  3.11  0.91  0.43
O  -2.84  3.78  0.55  -0.46
C  -4.03  4.34  0.03  -0.09
C  -3.97  5.84  0.26  -1.41
H  -3.12  6.26  -0.27  0.34
H  -4.88  6.31  -0.11  0.40
H  -3.86  6.05  1.32  0.33
H  -4.12  4.11  -1.04  0.38
H  -4.90  3.92  0.55  0.19
O  -4.48  1.71  -0.77  -0.48
C  -5.34  1.17  0.21  -0.22
C  -5.38  -0.35  0.23  -1.31
H  -6.15  -0.68  0.94  0.41
H  -5.63  -0.74  -0.75  0.31
H  -4.42  -0.76  0.54  0.37
H  -5.06  1.54  1.21  0.30
H  -6.33  1.56  -0.05  0.33
H  -3.04  -0.35  -1.43  0.62
H  1.26  -0.64  -0.37  0.24
H  0.26  -2.85  -2.99  0.46
H  1.55  -4.80  -3.73  0.40
H  3.54  -5.53  -2.43  0.37
H  4.19  -4.28  -0.42  0.32
H  3.61  -2.92  1.19  0.28
H  3.49  -1.51  3.11  0.32
H  3.75  0.20  2.71  0.35
H  5.89  0.91  1.52  0.30
H  7.09  -0.31  1.10  0.37
H  5.57  -0.23  0.21  0.27

The value obtained for the HOMO energy is -8.14 eV. As for the energy above the lowest of the compared OMol25 structures with the same formula, charge and spin: 178.06 kJ/mol. The spin multiplicity is 1. The SMILES is CCCC(=O)Nc1ccccc1NC(=O)c1ccc(OCC)c(OCC)c1.


# 3
# C7H12

A single C7H12 molecule (the ωB97M-V functional and the def2-TZVPD basis, OMol25).

Last column: Mulliken charge in e.
Positions of all 19 atoms, in Å:
C  2.13  0.75  -1.36  -1.16
C  1.44  -0.19  -0.48  0.71
C  0.12  -0.66  -0.48  -0.27
C  -1.42  -0.47  -0.65  -0.81
C  -1.84  -0.23  0.82  -0.34
C  -0.52  -0.02  1.70  -0.75
C  0.32  0.47  0.43  -0.42
H  1.35  0.98  -2.17  0.29
H  2.61  1.65  -0.69  0.27
H  2.80  0.03  -1.99  0.31
H  2.13  -0.82  0.34  0.18
H  0.05  -1.57  0.08  0.15
H  -1.78  0.39  -1.37  0.21
H  -2.08  -1.33  -0.96  0.30
H  -2.56  -1.06  1.15  0.29
H  -2.30  0.87  1.05  0.24
H  -0.75  0.64  2.56  0.36
H  0.22  -0.81  2.15  0.18
H  0.07  1.38  -0.13  0.26

The value obtained for the HOMO energy is -8.31 eV. As for the energy above the lowest of the compared OMol25 structures with the same formula, charge and spin: 538.59 kJ/mol. The spin multiplicity is 1. The SMILES is CC1[C@@H]2CCC[C@@H]12.


# 4
# C5H9N2

A gas-phase ion, C5H9N2 (charge +1) (the ωB97M-V functional and the def2-TZVPD basis, OMol25).

Last column: Mulliken charge in e.
Positions of all 16 atoms, in Å:
C  1.17  -1.64  -0.84  -1.05
C  0.74  -0.26  -1.47  -0.26
C  -0.24  0.26  -0.28  0.12
C  0.17  0.12  1.07  -0.44
N  -0.74  0.62  1.89  0.00
C  -1.57  1.44  1.05  -0.33
N  -1.28  1.18  -0.26  -0.01
H  2.19  -1.49  -0.39  0.25
H  0.41  -1.94  0.01  0.33
H  1.11  -2.49  -1.48  0.35
H  0.35  -0.41  -2.47  0.36
H  1.62  0.34  -1.52  0.28
H  0.98  -0.25  1.55  0.54
H  -0.84  0.72  2.86  0.20
H  -2.32  2.14  1.34  0.40
H  -1.76  1.64  -1.05  0.27

The value obtained for the HOMO energy is -13.67 eV. Its net charge is +1. As for the energy above the lowest of the compared OMol25 structures with the same formula, charge and spin: 240.79 kJ/mol. The spin multiplicity is 1. The SMILES is CCc1c[nH]c[nH+]1.


# 5
# C25H23BrMoN6O6S2

A molecular structure, C25H23BrMoN6O6S2 (the ωB97M-V functional and the def2-TZVPD basis, OMol25).

Last column: Mulliken charge in e.
Positions of all 64 atoms, in Å:
Mo  -0.89  0.86  0.11  -0.21
C  -2.83  -0.17  0.91  0.04
C  -3.25  0.92  0.14  -0.52
C  -2.70  2.10  0.69  -1.00
C  -1.95  1.74  1.86  0.51
C  -2.02  0.33  1.97  -0.87
H  -3.01  -1.21  0.67  0.45
H  -3.79  0.85  -0.79  0.45
H  -2.80  3.09  0.28  0.60
H  -1.41  2.40  2.52  0.44
H  -1.53  -0.27  2.73  0.48
N  -0.20  -7.38  2.30  -0.55
C  -0.28  -6.21  1.57  1.07
C  0.77  -5.83  0.72  -0.85
C  0.67  -4.69  -0.04  -0.17
C  -0.48  -3.91  0.02  -0.40
C  -1.53  -4.28  0.85  -0.50
C  -1.43  -5.42  1.62  -0.80
S  -0.62  -2.46  -0.95  1.27
O  0.35  -2.51  -2.00  -0.72
O  -2.01  -2.27  -1.28  -0.80
N  -0.30  -1.22  0.09  0.51
C  0.93  -0.98  0.60  0.35
N  1.97  -1.80  0.65  -0.44
C  3.06  -1.30  1.22  -0.36
C  3.16  -0.01  1.73  -0.89
C  2.04  0.79  1.62  0.11
N  0.93  0.30  1.07  0.44
H  0.72  -7.75  2.46  0.22
H  -0.81  -7.46  3.10  0.22
H  1.66  -6.44  0.67  0.28
H  1.48  -4.38  -0.69  0.46
H  -2.43  -3.68  0.87  0.39
H  -2.26  -5.72  2.26  0.30
H  3.92  -1.97  1.27  0.43
H  4.07  0.35  2.18  0.42
H  2.01  1.81  1.97  0.30
N  1.37  6.29  2.84  -0.65
C  0.39  5.26  3.17  -0.14
C  1.07  3.93  3.42  0.49
O  2.40  3.99  3.41  -0.48
O  0.48  2.89  3.61  -0.60
H  1.16  7.18  3.27  0.21
H  1.41  6.41  1.83  0.13
H  2.60  4.94  3.23  0.42
H  -0.36  5.11  2.39  0.23
H  -0.15  5.52  4.09  0.38
S  1.02  5.31  -0.47  -0.46
C  0.34  3.85  -0.26  0.64
N  -0.15  2.80  -0.12  -0.81
Br  -1.89  3.10  -4.26  -0.17
C  -0.78  1.66  -4.79  0.19
C  -0.50  1.53  -6.14  -0.51
C  0.35  0.51  -6.56  -0.46
C  0.93  -0.35  -5.64  -0.80
C  0.66  -0.20  -4.29  -0.49
C  -0.21  0.80  -3.86  0.44
C  -0.47  0.87  -2.40  1.14
O  -1.62  1.06  -1.92  -0.39
O  0.47  0.69  -1.56  -0.51
H  -0.94  2.22  -6.84  0.42
H  0.56  0.41  -7.62  0.38
H  1.59  -1.14  -5.98  0.40
H  1.09  -0.87  -3.56  0.38

The value obtained for the HOMO energy is -7.72 eV. As for the energy above the lowest of the compared OMol25 structures with the same formula, charge and spin: 0.00 kJ/mol. The spin multiplicity is 1.


# 6
# C52H45BaN2O3P2S2Si

A molecular structure, C52H45BaN2O3P2S2Si (the ωB97M-V functional and the def2-TZVPD basis, OMol25).

Last column: Mulliken charge in e.
Positions of all 108 atoms, in Å:
Ba  -0.53  1.08  -2.12  1.97
C  0.68  3.60  1.10  -1.68
Si  -0.26  1.92  1.25  0.57
C  -1.97  2.46  1.96  0.52
C  -2.12  3.68  2.63  0.05
C  -3.35  4.18  3.01  -1.02
C  -4.50  3.47  2.71  -0.82
C  -4.40  2.26  2.04  -1.16
C  -3.16  1.75  1.66  0.20
P  -3.05  0.17  0.68  2.00
C  -2.69  -1.07  1.98  -0.09
C  -1.99  -0.75  3.13  -0.63
C  -1.60  -1.73  4.03  -0.52
C  -1.94  -3.06  3.81  -0.76
C  -2.67  -3.39  2.67  -0.66
C  -3.03  -2.41  1.76  0.01
C  -4.81  -0.21  0.32  -0.40
C  -5.73  -0.72  1.24  -0.11
C  -7.04  -1.00  0.86  -0.66
C  -7.44  -0.77  -0.45  -0.48
C  -6.53  -0.28  -1.38  -0.54
C  -5.23  0.00  -0.99  -0.78
C  0.73  1.24  2.76  0.94
C  0.37  1.45  4.09  -0.31
C  1.16  1.02  5.15  -0.78
C  2.37  0.39  4.89  -1.04
C  2.78  0.21  3.58  -0.39
C  1.96  0.62  2.52  -0.97
P  2.55  0.49  0.77  1.13
C  4.31  0.96  0.99  0.15
C  4.60  2.14  1.68  -0.41
C  5.90  2.62  1.76  -0.60
C  6.94  1.93  1.14  -0.55
C  6.66  0.76  0.45  -0.64
C  5.36  0.28  0.37  -0.49
C  2.71  -1.31  0.44  0.18
C  2.89  -2.31  1.40  -0.18
C  3.06  -3.64  1.01  -0.69
C  3.05  -3.98  -0.33  -0.80
C  2.85  -3.00  -1.29  -0.23
C  2.68  -1.68  -0.90  0.21
H  0.92  4.06  2.07  0.40
H  0.12  4.33  0.51  0.41
H  1.63  3.43  0.57  0.21
H  -1.23  4.26  2.86  0.36
H  -3.42  5.13  3.53  0.40
H  -5.48  3.85  2.99  0.40
H  -5.31  1.72  1.80  0.34
H  -1.74  0.28  3.34  0.38
H  -1.03  -1.45  4.91  0.44
H  -1.65  -3.83  4.51  0.37
H  -2.93  -4.42  2.47  0.40
H  -3.56  -2.69  0.86  0.47
H  -5.42  -0.90  2.26  0.51
H  -7.74  -1.39  1.58  0.39
H  -8.46  -0.99  -0.75  0.37
H  -6.83  -0.11  -2.41  0.45
H  -4.52  0.37  -1.72  0.39
H  -0.56  1.97  4.32  0.34
H  0.84  1.19  6.17  0.40
H  3.01  0.06  5.71  0.40
H  3.75  -0.21  3.37  0.52
H  3.80  2.69  2.16  0.27
H  6.10  3.54  2.30  0.41
H  7.95  2.30  1.20  0.36
H  7.46  0.21  -0.03  0.40
H  5.16  -0.64  -0.17  0.40
H  2.89  -2.06  2.45  0.32
H  3.19  -4.40  1.77  0.37
H  3.17  -5.02  -0.63  0.33
H  2.83  -3.25  -2.35  0.44
H  2.52  -0.92  -1.66  0.07
S  4.14  3.25  -3.54  -0.32
C  3.30  4.57  -2.84  -0.31
C  2.02  4.23  -2.51  -0.86
C  1.63  2.88  -2.80  -0.96
C  2.70  2.25  -3.38  1.30
C  2.73  0.88  -3.89  -0.33
C  3.85  0.34  -4.54  -0.97
C  3.81  -0.95  -5.03  -0.54
C  2.64  -1.70  -4.88  -0.88
C  1.59  -1.10  -4.22  -0.84
N  1.62  0.13  -3.72  0.70
H  3.79  5.52  -2.69  0.44
H  1.37  4.95  -2.03  0.35
H  4.75  0.93  -4.66  0.40
H  4.67  -1.37  -5.53  0.40
H  2.56  -2.71  -5.26  0.49
H  0.65  -1.64  -4.07  0.60
C  -1.31  -4.89  -0.86  -0.65
C  -0.52  -4.14  -0.01  -0.65
C  -0.50  -2.76  -0.15  -0.38
N  -1.21  -2.11  -1.07  1.07
C  -1.97  -2.84  -1.90  -0.56
C  -2.06  -4.22  -1.83  -0.80
H  -1.36  -5.97  -0.78  0.40
H  0.07  -4.61  0.77  0.62
H  0.09  -2.15  0.52  0.35
H  -2.52  -2.28  -2.64  0.24
H  -2.69  -4.75  -2.52  0.50
C  -2.13  1.15  -5.81  -0.96
S  -2.61  0.30  -4.31  1.07
O  -1.46  -0.53  -3.93  -0.45
O  -3.83  -0.42  -4.58  -0.64
O  -2.74  1.38  -3.31  -0.93
H  -2.35  0.51  -6.66  0.35
H  -1.06  1.35  -5.76  0.17
H  -2.69  2.07  -5.87  0.34

The value obtained for the HOMO energy is -3.44 eV. Its net charge is -1. As for the energy above the lowest of the compared OMol25 structures with the same formula, charge and spin: 96.23 kJ/mol. The spin multiplicity is 1.


# 7
# C13H13BN6O6

2 unconnected molecules or ions with the total composition C13H13BN6O6 (the ωB97M-V functional and the def2-TZVPD basis, OMol25).

Last column: Mulliken charge in e.
Positions of all 39 atoms, in Å:
C  -1.63  2.96  3.40  -1.24
C  -2.42  2.43  2.24  0.75
N  -1.65  1.69  1.44  0.23
B  -0.23  1.70  2.02  0.15
H  1.15  -1.09  -0.75  -0.07
C  -2.14  1.08  0.35  1.10
C  -1.20  0.29  -0.47  -1.46
C  -3.49  1.21  0.05  -0.79
C  -4.33  2.00  0.85  -0.31
C  -3.77  2.61  1.97  -0.92
H  -2.19  3.64  4.04  0.45
H  -1.25  2.13  4.03  0.32
H  -0.72  3.50  3.02  0.31
H  0.50  2.35  1.38  0.04
H  0.00  0.81  2.75  0.02
H  -1.69  -0.06  -1.39  0.40
H  -0.32  0.89  -0.77  0.25
H  -0.85  -0.60  0.08  0.40
H  -3.88  0.70  -0.81  0.44
H  -5.38  2.14  0.62  0.44
H  -4.35  3.21  2.66  0.42
O  1.58  -5.02  -3.36  -0.69
N  1.79  -3.82  -3.27  0.73
C  2.39  -2.96  -2.34  0.12
C  2.36  -1.65  -2.90  0.48
N  1.73  -1.65  -4.12  -0.55
O  1.37  -2.99  -4.31  -0.17
C  2.51  -0.50  -2.03  -0.53
N  2.24  0.85  -2.34  1.01
O  2.42  1.31  -3.48  -0.71
O  1.76  1.55  -1.39  -0.72
C  2.17  -0.80  -0.60  -0.29
C  2.77  -2.05  -0.10  0.13
N  2.53  -2.50  1.19  0.77
O  2.44  -1.96  2.28  -0.75
O  2.37  -3.91  1.09  -0.19
N  2.43  -4.35  -0.22  -0.51
C  2.67  -3.19  -0.95  0.22
H  2.29  0.02  0.14  0.69

The value obtained for the HOMO energy is -6.71 eV. As for the energy above the lowest of the compared OMol25 structures with the same formula, charge and spin: 23.21 kJ/mol. The spin multiplicity is 1.


# 8
# C31H50CeO3P2S

A molecular structure, C31H50CeO3P2S (the ωB97M-V functional and the def2-TZVPD basis, OMol25).

Last column: Mulliken charge in e.
Positions of all 88 atoms, in Å:
Ce  0.70  -1.84  0.03  0.50
C  -1.07  0.23  1.03  0.91
C  -1.42  -0.23  -0.27  1.16
C  -1.62  -1.99  1.23  0.32
C  -1.17  -0.85  1.94  1.21
C  -1.89  -1.57  -0.11  0.15
C  -0.81  1.65  1.35  -1.67
H  -1.42  2.32  0.73  0.47
H  0.24  1.90  1.18  0.13
H  -1.04  1.86  2.40  0.40
C  -0.95  -0.86  3.40  -2.20
H  -0.96  0.15  3.83  0.40
H  0.02  -1.31  3.64  0.28
H  -1.71  -1.45  3.93  0.54
C  -1.88  -3.34  1.79  -1.29
H  -2.28  -3.24  2.80  0.41
H  -0.96  -3.95  1.89  0.17
H  -2.59  -3.90  1.18  0.31
C  -2.55  -2.44  -1.10  -1.01
H  -3.30  -3.12  -0.67  0.40
H  -1.78  -3.15  -1.43  -0.60
H  -2.92  -1.91  -1.98  0.49
C  -1.58  0.67  -1.46  -2.16
H  -2.58  1.14  -1.47  0.39
H  -1.44  0.14  -2.40  0.47
H  -0.85  1.49  -1.46  0.41
C  2.69  2.30  -2.33  -0.79
C  2.10  3.42  -2.78  -0.49
C  0.92  3.49  -3.70  -0.48
C  1.29  3.03  -5.14  -0.85
C  0.75  1.69  -5.52  -0.79
C  0.73  0.58  -4.77  -0.55
C  1.18  0.55  -3.33  2.96
C  2.64  0.97  -3.02  -0.18
H  0.57  4.53  -3.74  0.47
H  2.38  3.06  -5.31  0.32
H  0.09  2.88  -3.31  0.00
H  3.28  0.94  -3.92  0.55
H  3.25  2.33  -1.40  0.31
H  2.56  4.38  -2.51  0.43
H  3.07  0.23  -2.31  0.24
H  0.50  1.18  -2.73  -1.41
H  0.25  -0.33  -5.11  0.43
H  1.04  -0.48  -2.96  -1.05
H  0.85  3.77  -5.83  0.43
H  0.35  1.67  -6.54  0.40
P  2.64  -2.75  -3.44  1.35
P  0.42  -4.04  -1.81  0.48
C  2.11  -4.45  -4.03  -1.37
C  1.51  -5.18  -2.83  -0.98
H  2.99  -4.99  -4.38  0.62
H  1.41  -4.35  -4.88  0.46
H  0.89  -6.03  -3.15  0.49
H  2.31  -5.54  -2.16  0.40
C  -0.51  -5.35  -0.91  -1.02
H  -1.44  -4.99  -0.44  0.31
H  0.13  -5.76  -0.11  0.40
H  -0.75  -6.15  -1.63  0.45
C  -0.71  -3.69  -3.29  -1.22
H  -0.61  -4.49  -4.04  0.54
H  -0.40  -2.72  -3.71  0.09
H  -1.78  -3.63  -3.08  0.53
C  4.37  -3.31  -3.05  -1.53
H  4.62  -2.96  -2.03  0.35
H  5.08  -2.89  -3.77  0.42
H  4.43  -4.41  -3.08  0.42
C  3.03  -2.03  -5.11  -1.58
H  3.88  -2.52  -5.59  0.55
H  3.30  -0.99  -4.91  0.31
H  2.17  -2.07  -5.79  0.40
C  2.78  4.44  5.24  -1.43
C  2.76  3.28  4.27  0.94
C  3.73  3.20  3.26  -0.83
C  3.77  2.09  2.41  -0.72
C  2.84  1.04  2.53  -0.14
C  1.89  1.13  3.55  0.11
C  1.83  2.25  4.38  -0.81
S  2.96  -0.40  1.46  1.34
O  2.28  -0.03  0.15  -0.12
O  4.36  -0.67  1.34  -0.62
O  2.10  -1.53  1.98  -0.66
H  3.41  4.24  6.12  0.29
H  3.20  5.32  4.74  0.37
H  1.77  4.69  5.59  0.37
H  4.44  4.03  3.17  0.34
H  4.54  2.05  1.63  0.44
H  1.19  0.32  3.69  0.33
H  1.04  2.32  5.14  0.39

The value obtained for the HOMO energy (spin up / spin down) is -10.64 / -10.63 eV. The expectation value of S² is 0.751. Its net charge is +1. The spin multiplicity is 2.


Number 5 is which compound?
C25H23BrMoN6O6S2